1.
Formula: C16H44FNO9PS
Source: the Open Molecules 2025 dataset
Level of theory: ωB97M-V with the def2-TZVPD basis set

Each line ends with the Mulliken charge.
Geometry (Å):
S 2.150 2.883 1.311  0.340
P 3.688 4.424 1.970  0.328
F 1.553 3.258 -0.111  -0.142
O -3.960 2.156 0.987  -0.409
O 2.749 -5.503 -3.492  -0.373
O -5.533 -1.333 3.500  -0.177
O 2.687 -2.565 -3.557  -0.331
O 4.392 2.108 -1.879  -0.419
O 3.203 5.685 1.113  -0.406
O 3.491 1.582 -4.621  -0.442
O -1.158 1.882 1.817  -0.380
O -6.510 -2.537 6.001  -0.374
N 5.011 3.863 1.162  -0.361
C 3.391 -3.381 -4.483  -0.475
C 2.735 -4.731 -4.678  -0.626
C 1.524 -5.499 -2.784  -0.675
C -6.733 -1.194 5.617  -0.598
C -3.350 2.962 1.969  -0.775
C 4.237 3.479 -2.165  -0.853
C -6.777 -1.030 4.113  -0.468
C 3.235 -2.574 -2.257  -0.859
C -5.476 -2.633 2.940  -0.891
C 4.804 1.835 -5.090  -0.703
C -4.211 0.820 1.405  -0.642
C -5.171 -2.823 6.358  -0.680
C 3.262 1.310 -2.231  -0.133
C -0.941 1.248 0.561  -0.565
C -1.863 3.115 1.714  -0.275
C 3.421 0.633 -3.574  -0.560
H 3.603 3.959 -1.401  0.250
H 2.548 -0.001 -3.747  0.268
H -1.445 3.798 2.462  0.419
H -1.823 1.273 -0.078  0.368
H 5.626 3.361 1.798  0.329
H 2.509 5.651 0.446  0.367
H 3.792 3.688 -3.138  0.424
H 1.113 -4.490 -2.693  0.271
H -4.935 -2.426 7.351  0.322
H -1.715 3.553 0.718  0.298
H 3.406 -2.852 -5.440  0.361
H 4.968 3.325 0.296  0.274
H 1.710 -4.600 -5.041  0.342
H 4.762 2.741 -5.692  0.258
H -0.658 0.215 0.755  0.209
H -5.069 -3.907 6.381  0.246
H -5.072 0.766 2.072  0.214
H 5.161 1.013 -5.718  0.314
H 1.047 3.131 2.061  0.279
H 2.489 -2.148 -1.586  0.208
H 4.304 -0.014 -3.574  0.377
H 5.218 3.953 -2.124  0.297
H -4.426 0.243 0.508  0.344
H 3.295 -5.280 -5.440  0.390
H -5.963 -0.539 6.041  0.326
H 2.356 1.926 -2.246  0.281
H 4.427 -3.519 -4.155  0.378
H 5.509 1.980 -4.267  0.296
H -3.517 2.556 2.972  0.305
H -5.879 -3.383 3.624  0.409
H -7.699 -0.889 6.028  0.380
H 3.475 -3.584 -1.918  0.450
H -7.014 0.014 3.881  0.370
H -4.427 -2.855 2.745  0.223
H 4.148 -1.965 -2.207  0.347
H -4.464 -2.411 5.633  0.262
H -3.806 3.955 1.924  0.437
H 1.725 -5.897 -1.791  0.245
H -0.115 1.765 0.070  0.171
H 0.784 -6.139 -3.275  0.330
H 3.150 0.545 -1.456  0.317
H -3.348 0.385 1.916  0.292
H -7.571 -1.657 3.694  0.347
H -6.029 -2.679 1.996  0.329

## Properties
HOMO-LUMO gap: 5.35 eV
Multiplicity: 1
HOMO: -10.76 eV
E_tot: -60052.2658 eV
Net charge: +1



2.
Formula: C16H44N2O7S5
Source: the Open Molecules 2025 dataset
Level of theory: ωB97M-V with the def2-TZVPD basis set

Each line ends with the Mulliken charge.
Geometry (Å):
S 12.462 15.372 10.391  0.516
S 17.709 6.222 6.191  0.465
S 14.426 7.229 11.121  0.730
S 9.138 11.693 6.428  0.863
S 9.146 13.596 9.944  0.779
O 12.342 14.360 11.424  -0.602
O 9.444 10.600 5.445  -0.725
O 7.937 13.385 9.096  -0.692
O 17.646 4.750 6.296  -0.622
O 10.796 9.562 9.719  -0.537
O 15.575 8.034 10.600  -0.625
O 14.526 11.536 8.171  -0.709
N 14.261 11.549 10.478  0.481
N 11.184 8.400 7.769  0.461
C 12.431 14.464 8.870  -0.304
C 15.707 11.429 10.706  -0.945
C 7.484 12.258 6.131  -1.190
C 9.258 12.201 11.055  -0.567
C 10.622 7.605 6.637  -0.865
C 8.651 14.826 11.113  -1.147
C 18.588 6.687 7.665  -0.866
C 14.286 5.811 10.097  -0.911
C 10.437 8.798 8.799  -0.297
C 12.471 8.984 7.604  -0.628
C 13.834 11.468 9.181  -0.592
C 16.165 7.055 6.566  -0.604
C 13.368 11.204 11.609  -0.835
C 15.048 6.298 12.521  -1.140
C 14.161 15.952 10.421  -0.972
C 10.020 13.071 5.943  -1.026
H 13.678 5.029 10.617  0.408
H 13.435 13.969 8.579  0.273
H 13.001 8.331 6.941  0.402
H 9.661 7.064 6.918  0.270
H 16.092 10.374 10.613  0.165
H 9.911 12.389 11.888  0.320
H 15.223 5.385 9.861  0.326
H 9.533 15.108 11.667  0.315
H 13.129 9.023 8.479  0.026
H 10.441 8.276 5.731  0.278
H 6.818 11.470 6.512  0.311
H 11.648 13.679 9.073  -0.378
H 15.449 7.029 13.237  0.348
H 16.472 8.092 6.714  0.350
H 12.878 10.266 11.451  0.299
H 9.693 13.929 6.518  0.303
H 8.170 12.092 11.437  0.419
H 7.379 12.514 5.078  0.413
H 8.207 15.710 10.650  0.343
H 15.699 6.635 7.440  -0.040
H 14.021 11.051 12.496  0.390
H 7.822 14.447 11.738  0.363
H 11.416 6.941 6.408  0.356
H 16.334 11.971 10.017  0.335
H 11.038 12.805 6.207  0.190
H 9.835 13.346 4.941  0.538
H 9.541 11.357 10.453  -0.116
H 14.858 15.505 9.702  0.281
H 16.005 11.770 11.705  0.440
H 9.467 8.381 8.831  0.467
H 14.289 5.722 13.137  0.352
H 18.787 7.746 7.730  0.378
H 15.484 6.917 5.755  0.413
H 14.429 15.640 11.421  0.322
H 12.739 11.355 9.088  0.906
H 14.110 17.068 10.270  0.332
H 18.080 6.258 8.551  0.191
H 12.097 15.110 8.061  0.497
H 15.914 5.637 12.375  0.335
H 13.835 6.178 9.201  0.126
H 7.266 13.232 6.579  0.332
H 12.788 12.087 11.916  0.093
H 19.588 6.267 7.581  0.342
H 12.474 10.067 7.193  0.092

## Properties
HOMO-LUMO gap: 9.01 eV
Multiplicity: 1
HOMO: -8.60 eV
E_tot: -88789.1749 eV
Net charge: 0



3.
Formula: C16H46Cl3O20P5
Source: the Open Molecules 2025 dataset
Level of theory: ωB97M-V with the def2-TZVPD basis set

Each line ends with the Mulliken charge.
Geometry (Å):
Cl -5.102 -0.294 -3.577  -0.129
Cl -4.336 1.717 -1.695  -0.118
Cl -5.077 2.612 -4.320  -0.122
P 0.644 1.474 -0.761  0.836
P 5.493 -1.624 1.784  0.620
P -2.544 9.917 -1.310  1.042
P -3.112 -2.867 2.276  0.811
P 2.455 -6.058 -0.677  0.806
O -1.743 8.802 -0.492  -0.322
O 1.036 -5.941 -0.289  -0.517
O 0.863 0.138 0.069  -0.082
O -4.015 -3.670 3.124  -0.748
O -1.776 11.159 -1.483  -0.710
O -2.934 9.216 -2.711  -0.297
O -0.836 1.996 -0.406  -0.072
O 4.274 -1.740 2.805  -0.287
O -3.947 10.051 -0.526  -0.263
O 6.846 -1.865 2.310  -0.739
O 1.725 2.471 -0.671  -0.754
O 3.393 -6.641 0.467  -0.342
O 3.085 -4.675 -1.159  -0.250
O -3.726 -2.102 1.019  -0.204
O 0.481 0.912 -2.280  -0.297
O -2.328 -1.685 3.014  -0.263
O -1.898 -3.682 1.610  0.067
O 5.100 -2.675 0.637  0.248
O 2.788 -7.098 -1.830  -0.384
O 5.165 -0.179 1.150  -0.378
C -4.768 -2.777 0.335  -0.816
C -2.396 7.552 -0.266  -0.477
C -1.106 3.368 -0.600  -0.990
C -4.323 1.288 -3.407  0.169
C 3.787 0.095 0.877  -0.322
C 3.211 -6.265 1.824  -0.420
C -3.963 10.735 0.719  -0.724
C -4.247 9.261 -3.248  -0.578
C 6.167 -3.106 -0.195  -0.918
C 1.558 0.112 -2.735  -0.458
C -1.650 -5.057 1.845  -0.715
C 2.248 -6.907 -3.142  -0.694
C -0.092 -0.932 -0.035  -0.377
C 2.456 -3.464 -0.692  -0.928
C -2.073 -1.671 4.433  -0.754
C 3.977 -2.925 3.528  -0.500
H 1.656 -0.864 -2.258  0.081
H -5.196 -3.636 0.844  0.346
H -0.313 4.037 -0.939  0.406
H -1.085 -1.299 4.676  0.270
H -3.304 1.137 -3.741  0.195
H 3.156 -2.650 -0.832  0.316
H 7.142 -2.644 -0.057  0.410
H -4.529 -3.133 -0.676  0.295
H 2.513 0.635 -2.615  0.301
H 3.060 -7.034 -3.853  0.278
H 5.914 -2.955 -1.249  0.294
H 4.266 -3.785 2.929  0.108
H -2.103 -2.702 4.805  0.322
H 2.881 -2.978 3.584  0.224
H -0.845 -0.671 -0.782  0.471
H 4.134 -6.096 2.366  0.330
H 4.262 -2.899 4.578  0.306
H 0.398 -1.838 -0.387  -0.107
H 3.316 0.662 1.682  0.325
H -4.982 9.813 -2.661  0.295
H -0.625 -1.078 0.902  0.222
H -2.349 -5.553 2.528  0.341
H -3.873 10.080 1.587  0.248
H 3.078 -0.730 0.786  0.022
H -4.890 11.306 0.764  0.248
H -4.201 9.741 -4.227  0.259
H 6.356 -4.181 -0.149  0.288
H -2.040 3.452 -1.156  0.249
H -3.143 11.460 0.760  0.355
H 1.658 -6.024 -3.381  0.302
H -4.621 8.241 -3.362  0.243
H 1.474 -0.045 -3.810  0.295
H 2.492 -6.948 2.279  0.315
H -1.742 -5.550 0.880  0.285
H 3.793 0.681 -0.038  0.333
H -1.700 6.720 -0.275  0.162
H -3.270 7.395 -0.901  0.269
H 2.637 -5.329 1.876  -0.062
H -0.711 -5.318 2.336  0.194
H 1.585 -7.761 -3.293  0.300
H 2.188 -3.456 0.370  0.369
H -1.331 3.904 0.335  0.320
H -2.960 -1.185 4.836  0.297
H 1.476 -3.430 -1.171  0.508
H -5.542 -2.057 0.059  0.274
H -2.843 7.593 0.734  0.254

## Properties
HOMO-LUMO gap: 10.83 eV
Multiplicity: 1
HOMO: -10.63 eV
E_tot: -142309.3018 eV
Net charge: 0
SMILES string: COP(=O)(OC)OC.COP(=O)(OC)OC.COP(=O)(OC)OC.COP(=O)(OC)OC.COP(=O)(OC)OC.ClC(Cl)Cl